An isolated ion of composition C5H10NO and charge -1 in a non-equilibrium geometry, computed with ωB97M-V/def2-TZVPD.

Structure (XYZ):
```
17
Properties=species:S:1:pos:R:3
C 0.74842 -0.96062 0.77475
H 1.54865 -0.16753 0.71177
C 0.82816 -1.91264 -0.44266
H -1.13706 -0.23151 1.92637
H 0.50964 -2.95471 -0.08136
O 0.16749 -1.50715 -1.53109
H -0.62114 2.15047 -1.40953
H 1.90590 -2.05040 -0.70826
H 0.07224 2.21038 2.10525
H 1.09404 -1.27640 1.71655
C -0.37700 2.27633 1.11562
H -0.38329 0.40908 -1.62592
N -0.47139 1.29748 -1.04571
C -0.51195 1.20843 0.31287
H -1.27650 -0.78705 0.28973
C -0.56751 -0.22309 0.83002
H -0.47335 3.34208 1.10042
```

Computed properties:
Total charge: -1
Relative energy (zero: lowest compared OMol25 entry of this formula, charge and spin): 127.80 kJ/mol
LUMO: 4.22 eV